# 1
Density functional theory data (ωB97M-V/def2-TZVPD) for a structure of composition C13H19ClF6N4NiO6S2 in a non-equilibrium geometry.

Element x y z (Å)
Ni1 -0.019 -0.316 0.588
C1 -3.167 -2.923 0.057
F1 -4.169 -3.718 0.481
F2 -2.093 -3.571 0.297
F3 -3.201 -2.627 -1.246
S1 -3.102 -1.364 1.283
O1 -4.464 -1.007 1.646
O2 -2.324 -1.724 2.463
N1 -1.980 -0.212 0.462
S2 -3.101 0.860 0.029
O3 -4.101 0.422 -0.918
O4 -3.621 1.571 1.228
C2 -2.067 2.149 -0.893
F4 -1.077 2.525 -0.083
F5 -1.558 1.696 -2.011
F6 -2.831 3.169 -1.226
Cl1 1.257 -2.321 1.204
C3 -0.839 -1.004 -3.769
C4 -0.354 -1.605 -2.454
O5 0.013 -0.896 -1.540
N2 -0.328 -2.912 -2.272
C5 -0.402 -3.978 -3.296
H1 -1.924 -1.076 -3.834
H2 -0.471 -1.560 -4.632
H3 -0.635 0.065 -3.831
H4 -0.072 -3.296 -1.374
H5 -0.343 -4.906 -2.727
H6 0.480 -4.018 -3.934
H7 -1.365 -3.973 -3.806
C6 0.963 0.215 4.489
C7 0.747 1.167 3.336
O6 0.200 0.801 2.294
N3 1.288 2.355 3.424
C8 0.962 3.497 2.583
H8 0.205 -0.560 4.375
H9 1.047 0.729 5.446
H10 1.894 -0.337 4.359
H11 2.109 2.368 4.013
H12 -0.047 3.870 2.760
H13 1.031 3.241 1.526
H14 1.718 4.218 2.893
N4 1.765 0.773 -0.141
C9 2.922 0.689 0.619
C10 4.129 1.252 0.210
C11 4.248 1.842 -1.059
C12 3.172 1.860 -1.868
C13 1.940 1.428 -1.387
H15 2.910 0.223 1.593
H16 5.018 1.123 0.809
H17 5.269 2.132 -1.255
H18 3.288 2.238 -2.873
H19 1.080 1.424 -2.040

electronic energy = -4541.28986 a.u.
2S+1 = 3
<S²> = 2.004
frontier orbital gap (alpha / beta) = 8.985 / 8.531 eV
net charge = 0


# 2
Density functional theory data (ωB97M-V/def2-TZVPD) for the molecule C13H19F5N4O3S in a non-equilibrium geometry.

Element x y z (Å)
C1 -4.322 -2.078 -5.527
C2 -3.378 -0.939 -5.134
S1 -1.910 -1.497 -4.277
O1 -0.789 -1.932 -5.132
O2 -2.224 -2.477 -3.241
N1 -1.313 -0.073 -3.487
C3 -1.517 0.084 -2.031
C4 -0.794 1.326 -1.485
C5 0.726 1.182 -1.693
C6 1.387 0.183 -0.706
C7 0.828 0.271 0.709
N2 1.982 0.338 1.600
C8 1.976 -0.200 2.860
N3 2.997 0.026 3.659
C9 2.602 -0.602 4.846
C10 3.510 -0.473 6.094
F1 4.809 -0.194 5.780
F2 3.597 -1.617 6.849
C11 2.921 0.661 6.910
F3 3.572 0.794 8.095
F4 2.984 1.855 6.246
F5 1.625 0.432 7.251
N4 1.436 -1.183 4.738
O3 0.966 -0.929 3.411
C12 -0.002 1.549 0.952
C13 -1.175 1.512 0.006
H1 -5.014 -1.679 -6.278
H2 -3.772 -2.908 -6.006
H3 -4.908 -2.431 -4.703
H4 -3.907 -0.263 -4.441
H5 -3.089 -0.413 -6.034
H6 -0.345 -0.021 -3.740
H7 -2.621 0.174 -1.842
H8 -1.115 -0.811 -1.565
H9 -1.101 2.227 -2.015
H10 0.939 0.905 -2.740
H11 1.147 2.199 -1.571
H12 2.450 0.357 -0.680
H13 1.222 -0.855 -1.077
H14 0.130 -0.604 0.879
H15 2.839 0.826 1.344
H16 -0.376 1.591 1.980
H17 0.572 2.467 0.778
H18 -1.877 0.746 0.359
H19 -1.665 2.474 0.062

electronic energy = -1848.97728 a.u.
frontier orbital gap = 9.801 eV
SMILES = CCS(=O)(=O)NC[C@H]1CC[C@H](Nc2nc(C(F)(F)C(F)(F)F)no2)CC1
net charge = 0


# 3
Density functional theory data (ωB97M-V/def2-TZVPD) for a cluster of 2 separate species, C13H19N in total in a non-equilibrium geometry.

Element x y z (Å)
C1 -2.556 1.972 -0.549
C2 -1.205 2.274 0.099
C3 -0.521 1.074 0.670
C4 -1.123 -0.225 0.986
N1 -0.224 -1.050 1.597
C5 0.885 -0.310 1.962
C6 1.927 -0.601 2.802
C7 3.055 0.199 2.737
C8 2.966 1.409 2.024
C9 1.838 1.777 1.288
C10 0.762 0.964 1.212
H1 -2.634 1.063 -1.055
H2 -3.022 2.708 -1.076
H3 -3.182 1.896 0.314
H4 -0.553 2.758 -0.602
H5 -1.319 2.979 0.964
H6 -1.969 -0.712 0.511
H7 -0.580 -1.784 2.274
H8 2.262 -1.577 3.195
H9 4.044 -0.077 3.246
H10 3.720 2.204 2.298
H11 1.952 2.716 0.794
C11 -0.311 -0.469 -2.849
C12 -0.956 -1.851 -2.390
C13 -0.095 -3.036 -1.935
H12 -0.586 0.022 -3.831
H13 0.706 -0.582 -2.592
H14 -0.889 0.128 -2.143
H15 -1.546 -1.559 -1.524
H16 -1.525 -2.310 -3.276
H17 -0.547 -4.077 -1.934
H18 0.993 -3.005 -2.287
H19 0.235 -2.919 -0.929

electronic energy = -561.41031 a.u.
relative energy (zero: lowest compared OMol25 entry of this formula, charge and spin) = 70.56 kcal per mole
frontier orbital gap = 8.487 eV
SMILES = CCc1c[nH]c2ccccc12.CCC
net charge = 0


# 4
Density functional theory data (ωB97M-V/def2-TZVPD) for the molecule C13H19N in a non-equilibrium geometry.

Element x y z (Å)
C1 -3.838 0.360 0.238
C2 -3.866 -0.322 -0.915
N1 -2.676 -0.989 -1.412
C3 -1.518 -0.612 -0.709
C4 -1.549 0.047 0.592
C5 -0.108 0.145 1.065
C6 0.646 1.547 0.691
C7 1.274 1.452 -0.777
C8 2.769 1.347 -0.731
C9 3.066 -0.153 -1.152
C10 3.196 -1.270 -0.011
C11 2.237 -1.105 1.131
C12 0.745 -1.183 0.769
C13 -2.713 0.442 1.177
H1 -4.680 1.125 0.529
H2 -4.752 -0.616 -1.483
H3 -0.716 -0.949 -1.185
H4 -0.003 0.239 2.274
H5 0.059 2.499 0.842
H6 1.537 1.823 1.289
H7 0.999 2.477 -1.322
H8 0.909 0.650 -1.470
H9 3.151 1.936 -1.519
H10 3.246 1.639 0.353
H11 2.077 -0.441 -1.680
H12 3.951 -0.431 -1.863
H13 3.439 -2.294 -0.390
H14 4.265 -1.127 0.650
H15 2.639 0.011 1.448
H16 2.498 -1.697 2.124
H17 0.162 -2.001 1.295
H18 0.668 -1.137 -0.356
H19 -2.769 1.043 2.147

electronic energy = -561.31666 a.u.
relative energy (zero: lowest compared OMol25 entry of this formula, charge and spin) = 129.32 kcal per mole
frontier orbital gap = 9.836 eV
SMILES = c1cncc(C2CCCCCCC2)c1
net charge = 0


# 5
Density functional theory data (ωB97M-V/def2-TZVPD) for the molecule C13H19N in a non-equilibrium geometry.

Element x y z (Å)
C1 -0.320 0.522 4.665
C2 -0.818 -0.519 3.729
C3 -1.611 -1.764 4.224
C4 -0.542 -0.416 2.396
C5 0.305 0.628 1.628
C6 1.334 -0.001 0.702
C7 1.515 1.056 -0.520
C8 2.804 0.745 -1.343
C9 2.954 1.204 -2.623
C10 2.014 2.110 -3.267
C11 0.622 2.262 -2.500
C12 0.184 1.307 -1.393
C13 -0.309 0.049 -2.030
N1 -0.759 -0.916 -2.529
H1 -0.933 0.585 5.632
H2 0.668 0.157 4.860
H3 -0.130 1.517 4.285
H4 -2.633 -1.524 4.074
H5 -1.341 -2.498 3.570
H6 -1.297 -2.016 5.129
H7 -0.801 -1.268 1.763
H8 -0.380 1.269 1.074
H9 0.791 1.217 2.390
H10 2.304 -0.223 1.079
H11 0.983 -1.051 0.331
H12 1.784 1.999 -0.041
H13 3.509 0.020 -0.856
H14 3.669 0.827 -3.269
H15 1.764 1.799 -4.272
H16 2.565 3.087 -3.241
H17 0.565 3.341 -2.179
H18 -0.297 2.291 -3.206
H19 -0.700 1.666 -0.801

electronic energy = -561.39207 a.u.
relative energy (zero: lowest compared OMol25 entry of this formula, charge and spin) = 82.00 kcal per mole
frontier orbital gap = 9.507 eV
SMILES = CC(C)=CCC[C@H]1C=CCC[C@H]1C#N
net charge = 0


# 6
Density functional theory data (ωB97M-V/def2-TZVPD) for the molecule C13H19N3O6S in a non-equilibrium geometry.

Element x y z (Å)
C1 -0.072 -3.883 0.469
C2 1.454 -3.809 0.434
O1 1.942 -3.647 -0.872
C3 1.987 -2.689 1.368
N1 1.498 -1.405 0.928
C4 0.438 -0.747 1.440
C5 0.181 -0.694 2.829
C6 -0.813 0.100 3.335
C7 -1.605 0.871 2.478
N2 -2.619 1.723 3.010
O2 -2.828 1.675 4.207
O3 -3.206 2.454 2.236
C8 -1.412 0.796 1.104
C9 -0.410 0.004 0.598
S1 -0.420 -0.156 -1.186
O4 0.732 -0.927 -1.619
O5 -1.700 -0.646 -1.587
N3 -0.298 1.436 -1.655
C10 1.019 2.002 -1.458
C11 0.916 3.519 -1.646
O6 0.391 3.840 -2.909
C12 -0.890 3.280 -3.090
C13 -0.839 1.756 -2.964
H1 -0.428 -4.000 1.490
H2 -0.512 -2.984 0.039
H3 -0.406 -4.735 -0.118
H4 1.881 -4.757 0.782
H5 1.479 -2.916 -1.309
H6 1.681 -2.890 2.394
H7 3.079 -2.681 1.311
H8 1.606 -1.287 -0.079
H9 0.801 -1.267 3.499
H10 -0.996 0.156 4.398
H11 -2.055 1.340 0.430
H12 1.345 1.760 -0.444
H13 1.735 1.581 -2.178
H14 1.903 3.981 -1.597
H15 0.273 3.933 -0.854
H16 -1.214 3.573 -4.088
H17 -1.585 3.683 -2.339
H18 -1.832 1.314 -3.026
H19 -0.203 1.341 -3.759

electronic energy = -1520.55732 a.u.
relative energy (zero: lowest compared OMol25 entry of this formula, charge and spin) = 85.40 kcal per mole
frontier orbital gap = 8.312 eV
SMILES = C[C@@H](O)CNc1ccc([N+](=O)[O-])cc1S(=O)(=O)N1CCOCC1
net charge = 0


# 7
Density functional theory data (ωB97M-V/def2-TZVPD) for the molecule C13H19N3OS in a non-equilibrium geometry.

Element x y z (Å)
C1 -5.113 2.263 0.095
C2 -4.866 0.775 0.004
C3 -5.796 -0.124 -0.022
C4 -5.185 -1.460 -0.024
C5 -3.881 -1.267 -0.148
C6 -2.808 -2.018 0.056
N1 -1.659 -1.573 0.173
N2 -0.535 -2.239 -0.116
C7 0.714 -1.748 -0.087
S1 1.915 -2.915 0.120
N3 0.897 -0.485 0.000
C8 1.962 0.462 -0.095
C9 2.932 -0.058 1.149
C10 4.151 1.126 1.294
C11 4.957 0.784 -0.124
C12 4.057 1.005 -1.122
C13 2.943 -0.039 -1.197
O1 -3.812 0.235 -0.118
H1 -6.249 2.464 0.022
H2 -4.649 2.894 -0.835
H3 -4.652 2.695 0.716
H4 -7.042 -0.221 -0.018
H5 -5.617 -2.379 0.020
H6 -2.935 -2.897 -0.046
H7 -0.585 -3.314 0.078
H8 -0.099 0.227 0.025
H9 1.766 1.571 -0.024
H10 2.386 0.327 2.141
H11 3.243 -1.102 1.274
H12 4.668 0.900 2.322
H13 3.804 2.252 1.044
H14 5.716 1.559 0.158
H15 5.323 -0.115 0.060
H16 4.697 0.895 -2.023
H17 3.757 2.077 -1.367
H18 3.192 -0.971 -1.183
H19 2.401 0.412 -2.201

electronic energy = -1144.01363 a.u.
relative energy (zero: lowest compared OMol25 entry of this formula, charge and spin) = 299.55 kcal per mole
frontier orbital gap = 7.883 eV
SMILES = Cc1ccc(/C=N/NC(=S)NC2CCCCC2)o1
net charge = 0


Question: Which value of net charge does entry 3 give?
Answer: 0


What did the third record say?
Density functional theory data (ωB97M-V/def2-TZVPD) for a cluster of 2 separate species, C13H19N in total in a non-equilibrium geometry.

Element x y z (Å)
C1 -2.556 1.972 -0.549
C2 -1.205 2.274 0.099
C3 -0.521 1.074 0.670
C4 -1.123 -0.225 0.986
N1 -0.224 -1.050 1.597
C5 0.885 -0.310 1.962
C6 1.927 -0.601 2.802
C7 3.055 0.199 2.737
C8 2.966 1.409 2.024
C9 1.838 1.777 1.288
C10 0.762 0.964 1.212
H1 -2.634 1.063 -1.055
H2 -3.022 2.708 -1.076
H3 -3.182 1.896 0.314
H4 -0.553 2.758 -0.602
H5 -1.319 2.979 0.964
H6 -1.969 -0.712 0.511
H7 -0.580 -1.784 2.274
H8 2.262 -1.577 3.195
H9 4.044 -0.077 3.246
H10 3.720 2.204 2.298
H11 1.952 2.716 0.794
C11 -0.311 -0.469 -2.849
C12 -0.956 -1.851 -2.390
C13 -0.095 -3.036 -1.935
H12 -0.586 0.022 -3.831
H13 0.706 -0.582 -2.592
H14 -0.889 0.128 -2.143
H15 -1.546 -1.559 -1.524
H16 -1.525 -2.310 -3.276
H17 -0.547 -4.077 -1.934
H18 0.993 -3.005 -2.287
H19 0.235 -2.919 -0.929

electronic energy = -561.41031 a.u.
relative energy (zero: lowest compared OMol25 entry of this formula, charge and spin) = 70.56 kcal per mole
frontier orbital gap = 8.487 eV
SMILES = CCc1c[nH]c2ccccc12.CCC
net charge = 0


Question: net charge of number 1 (C13H19ClF6N4NiO6S2)?
Answer: 0